85
Properties=species:S:1:pos:R:3:lowdin_charge:R:1 method="wB97M-V/def2-TZVPD" total_charge=+1 gap_ev=4.8 mol_weight_g_mol=737.51 energy_ha=-3438.41483
O -0.26 3.73 2.93 -0.107
C -0.14 4.39 1.64 -0.218
C -1.53 5.14 1.27 -0.189
C -2.11 4.73 -0.16 -0.361
S -3.85 4.04 -0.09 0.777
C -4.86 5.10 1.04 -0.291
C -6.18 4.40 1.61 -0.270
O -6.27 4.77 3.00 -0.010
C -7.53 4.95 0.94 -0.420
F -7.41 5.20 -0.42 0.113
F -7.96 6.03 1.68 0.135
F -8.47 3.91 1.08 0.087
P -3.55 2.03 0.66 0.353
O -4.16 1.87 2.25 -0.404
I -4.88 0.63 -0.91 0.477
H -0.80 2.93 2.83 0.090
H 0.67 5.18 1.78 0.136
H 0.15 3.63 0.83 0.116
H -1.26 6.25 1.26 0.125
H -2.23 4.96 2.14 0.101
H -1.47 3.87 -0.56 0.092
H -2.01 5.58 -0.91 0.114
H -5.20 6.00 0.42 0.124
H -4.29 5.53 1.92 0.114
H -6.22 3.28 1.49 0.131
H -5.84 4.09 3.55 0.121
H -5.01 1.38 2.14 0.043
O 1.43 0.47 1.97 -0.329
P 2.82 0.09 2.52 0.755
N 3.27 1.71 2.91 -0.342
C 3.31 2.75 1.91 -0.125
C 2.53 2.21 4.08 -0.144
N 3.43 -0.48 1.02 -0.336
C 4.27 0.28 0.12 -0.130
C 2.52 -1.32 0.25 -0.153
N 4.35 -0.44 3.22 -0.308
C 5.49 0.37 3.61 -0.109
C 4.64 -1.87 3.21 -0.133
H 3.49 3.73 2.36 0.086
H 2.38 2.82 1.33 0.063
H 4.14 2.62 1.23 0.059
H 2.52 1.46 4.87 0.078
H 1.49 2.45 3.82 0.051
H 3.01 3.10 4.49 0.084
H 3.70 1.07 -0.40 0.080
H 4.71 -0.37 -0.64 0.085
H 5.12 0.73 0.64 0.066
H 1.81 -0.72 -0.33 0.073
H 1.96 -1.98 0.90 0.070
H 3.08 -1.96 -0.45 0.076
H 5.91 0.93 2.77 0.076
H 6.30 -0.25 4.01 0.085
H 5.23 1.07 4.40 0.078
H 5.34 -2.13 2.41 0.089
H 3.72 -2.45 3.06 0.072
H 5.06 -2.20 4.17 0.081
O 1.12 -3.93 -1.51 -0.305
P 0.29 -4.71 -2.55 0.758
N 1.30 -4.26 -3.88 -0.350
C 1.54 -2.87 -4.23 -0.126
C 2.59 -4.96 -3.84 -0.147
N -1.11 -3.73 -2.37 -0.336
C -1.49 -2.64 -3.22 -0.136
C -1.49 -3.43 -0.99 -0.148
N -0.66 -5.68 -3.68 -0.311
C -0.60 -5.69 -5.13 -0.110
C -1.79 -6.41 -3.14 -0.136
H 2.30 -2.79 -5.01 0.085
H 1.87 -2.27 -3.37 0.079
H 0.65 -2.41 -4.67 0.056
H 2.44 -6.02 -3.62 0.077
H 3.25 -4.54 -3.07 0.078
H 3.10 -4.90 -4.81 0.081
H -0.85 -1.76 -3.05 0.081
H -2.52 -2.34 -3.04 0.073
H -1.46 -2.90 -4.28 0.067
H -0.92 -2.58 -0.60 0.074
H -1.31 -4.29 -0.34 0.072
H -2.55 -3.19 -0.92 0.073
H -0.84 -4.72 -5.56 0.075
H -1.31 -6.41 -5.55 0.084
H 0.38 -6.01 -5.49 0.079
H -2.73 -5.90 -3.37 0.085
H -1.72 -6.51 -2.05 0.071
H -1.83 -7.43 -3.53 0.081

62
Properties=species:S:1:pos:R:3:lowdin_charge:R:1 method="wB97M-V/def2-TZVPD" smiles="CCOC(=O)C1(C[C@@H]2CCCCO2)CCN(Cc2nc(-c3cccs3)oc2C)CC1" e_above_lowest_kj_mol=197.01 gap_ev=8.4 mol_weight_g_mol=432.59 energy_ha=-1704.29849
C 3.58 -0.18 3.74 -0.059
C 3.91 -0.86 2.42 -0.206
H 3.68 -1.92 2.46 0.125
H 4.97 -0.70 2.17 0.125
O 3.11 -0.34 1.35 -0.019
C 3.53 0.78 0.78 -0.475
O 4.50 1.41 1.16 0.123
C 2.66 1.26 -0.38 -0.341
C 2.06 2.62 0.03 -0.097
C 0.99 2.47 1.10 -0.171
N -0.08 1.64 0.59 -0.172
C 0.41 0.30 0.34 -0.160
C 1.51 0.31 -0.72 -0.092
H 1.89 -0.71 -0.83 0.120
H 1.07 0.63 -1.66 0.128
H -0.43 -0.31 -0.02 0.127
H 0.78 -0.16 1.27 0.125
C -1.24 1.63 1.48 -0.129
C -2.42 1.02 0.80 -0.227
C -2.87 1.19 -0.48 -0.243
O -3.99 0.45 -0.63 0.099
C -4.18 -0.14 0.57 -0.365
N -3.27 0.17 1.45 0.201
C -5.30 -1.01 0.79 -0.451
C -5.62 -1.68 1.94 -0.108
C -6.79 -2.45 1.80 -0.186
C -7.33 -2.37 0.56 -0.413
S -6.43 -1.34 -0.48 1.062
H -8.21 -2.85 0.18 0.059
H -7.21 -3.05 2.59 0.101
H -5.03 -1.60 2.83 0.114
C -2.34 1.99 -1.62 0.004
H -2.99 2.84 -1.81 0.085
H -1.35 2.33 -1.36 0.069
H -2.31 1.38 -2.52 0.087
H -1.47 2.66 1.74 0.129
H -1.05 1.07 2.41 0.130
H 0.59 3.45 1.35 0.124
H 1.44 2.04 2.02 0.132
H 2.86 3.27 0.39 0.127
H 1.61 3.08 -0.85 0.127
C 3.60 1.49 -1.57 -0.056
C 4.32 0.24 -2.11 -0.313
C 3.62 -0.39 -3.31 -0.140
C 4.40 -1.63 -3.77 -0.195
C 4.58 -2.57 -2.59 -0.167
H 5.20 -3.42 -2.86 0.112
C 5.23 -1.81 -1.43 -0.190
O 4.47 -0.69 -1.06 -0.120
H 5.29 -2.44 -0.54 0.127
H 6.24 -1.50 -1.72 0.131
H 3.60 -2.95 -2.27 0.118
H 3.87 -2.13 -4.59 0.109
H 5.38 -1.32 -4.14 0.114
H 3.55 0.34 -4.12 0.120
H 2.61 -0.69 -3.03 0.110
H 5.33 0.54 -2.45 0.156
H 4.36 2.20 -1.23 0.126
H 3.05 1.96 -2.39 0.127
H 2.52 -0.29 3.97 0.076
H 4.16 -0.63 4.54 0.076
H 3.82 0.88 3.69 0.075

7
Properties=species:S:1:pos:R:3:lowdin_spin:R:1 method="wB97M-V/def2-TZVPD" spin_multiplicity=2 total_charge=+1 e_above_lowest_kj_mol=89.36 gap_ev="4.7 / 4.6" mol_weight_g_mol=145.66 energy_ha=-258.14803
O -1.55 1.20 -0.33 0.167
C -0.36 0.97 -0.32 0.084
C -0.08 -0.45 -0.09 0.384
O 1.01 -0.68 0.55 0.227
H -0.37 -1.18 -0.87 0.038
Sr 3.05 0.27 1.23 0.012
H -1.71 -0.14 -0.17 0.088

7
Properties=species:S:1:pos:R:3:lowdin_charge:R:1 method="wB97M-V/def2-TZVPD" smiles="O=C=NS.F" e_above_lowest_kj_mol=127.47 gap_ev=9.5 mol_weight_g_mol=95.10 energy_ha=-667.30171
C -0.08 -0.69 0.25 -0.449
N -0.14 0.50 0.03 -0.411
O -0.01 -1.79 0.63 0.177
F 1.96 -0.45 -0.98 -0.178
S -1.50 1.43 -0.18 0.756
H 2.09 0.39 -0.32 0.215
H -2.31 0.62 0.58 -0.109

19
Properties=species:S:1:pos:R:3:lowdin_charge:R:1 method="wB97M-V/def2-TZVPD" smiles="C=CCC(=C)C.O" e_above_lowest_kj_mol=442.13 gap_ev=9.2 mol_weight_g_mol=100.16 energy_ha=-310.89087
C -0.14 -0.90 -2.40 -0.057
C 0.02 -0.12 -0.99 -0.324
C 1.36 0.23 -0.53 0.075
C -1.17 0.09 -0.28 -0.310
C -1.04 -0.15 1.13 -0.218
C -1.29 -1.35 1.67 0.015
H 0.73 -0.63 -2.93 0.031
H -1.03 -0.40 -2.95 0.091
H -0.47 -1.99 -2.20 0.101
H 2.37 0.01 -0.89 0.049
H 1.66 0.82 0.31 -0.011
H -1.79 1.20 -0.51 0.202
H -1.95 -0.64 -0.69 0.125
H -0.55 0.71 1.81 0.151
H -1.65 -2.23 1.07 0.084
H -1.48 -1.59 2.60 -0.013
H 1.90 2.42 2.62 -0.021
H 2.69 2.08 1.42 0.051
O 1.85 2.44 1.73 -0.019